# 1
A gas-phase ion, C5H13IN5O2 (charge +1) at a distorted geometry, computed with ωB97M-V/def2-TZVPD.

The calculation puts the energy above the lowest of the compared OMol25 structures with the same formula, charge and spin at 0.00 kcal/mol. Its net charge is +1. The calculation puts the total energy at -919.94600 hartree. For the HOMO-LUMO gap, the calculation gives 9.671 eV. The LUMO energy comes out at -3.02 eV.

Positions of all 26 atoms, in Å:
H (-0.57, 3.62, 1.33)
N (0.06, 3.15, 2.01)
C (0.32, 1.96, 1.77)
N (-0.26, 1.17, 0.69)
C (0.23, -0.13, 0.54)
O (1.43, -0.22, 0.76)
N (-0.58, -1.10, 0.13)
C (-0.36, -2.49, -0.11)
C (0.80, -2.64, -1.11)
N (2.12, -2.29, -0.43)
C (-1.57, 1.45, -0.08)
I (-3.32, 1.07, 1.20)
O (-1.72, 2.74, -0.39)
N (-0.65, 3.09, -1.32)
H (1.17, 1.48, 2.31)
H (-1.50, -0.81, 0.24)
H (-1.37, -2.79, -0.43)
H (-0.13, -2.97, 0.86)
H (0.61, -1.85, -1.84)
H (0.83, -3.64, -1.69)
H (2.43, -3.03, 0.19)
H (2.00, -1.27, 0.08)
H (2.85, -2.46, -1.11)
H (-1.64, 0.69, -0.95)
H (0.02, 3.52, -0.80)
H (-1.19, 3.76, -1.86)

# 2
A molecular structure, C36H35Br2F3N6O6S2SbV at a distorted geometry, computed with ωB97M-V/def2-TZVPD.

The calculation puts the energy above the lowest of the compared OMol25 structures with the same formula, charge and spin at 0.00 kcal/mol. Its net charge is -1. The calculation puts the total energy at -9601.20899 hartree. For the HOMO-LUMO gap (spin up / spin down), the calculation gives 3.869 / 7.071 eV. Its spin multiplicity is 4. The LUMO energy (spin up / spin down) comes out at 1.19 / 1.26 eV. The expectation value of S² is 3.7875.

Positions of all 92 atoms, in Å:
V (0.57, -0.64, -1.19)
C (3.47, -0.17, -0.11)
C (2.92, 1.00, 0.63)
C (3.82, 1.70, 1.47)
C (3.36, 2.73, 2.22)
C (2.00, 3.09, 2.12)
C (1.50, 4.12, 2.95)
C (0.19, 4.48, 2.87)
C (-0.64, 3.85, 1.93)
C (-0.19, 2.83, 1.11)
S (-1.44, 2.13, 0.10)
C (1.17, 2.39, 1.21)
N (1.66, 1.33, 0.47)
H (4.25, -0.66, 0.48)
H (3.88, 0.13, -1.08)
H (2.69, -0.91, -0.24)
H (4.85, 1.37, 1.53)
H (4.00, 3.27, 2.90)
H (2.17, 4.60, 3.64)
H (-0.22, 5.26, 3.51)
H (-1.67, 4.16, 1.83)
Br (-3.22, 3.53, -4.55)
C (-2.25, 2.41, -3.36)
C (-1.35, 2.93, -2.53)
C (-0.64, 2.04, -1.56)
N (-0.63, 0.66, -1.96)
C (-1.64, 0.19, -2.76)
C (-2.49, 1.00, -3.44)
C (-1.71, -1.28, -2.83)
C (-2.67, -1.99, -3.55)
C (-2.64, -3.37, -3.50)
Br (-3.94, -4.36, -4.43)
C (-1.67, -4.03, -2.77)
C (-0.74, -3.26, -2.11)
N (-0.74, -1.93, -2.16)
H (-1.14, 3.99, -2.48)
H (0.38, 2.38, -1.41)
H (-3.28, 0.61, -4.06)
H (-3.44, -1.48, -4.10)
H (-1.65, -5.11, -2.70)
H (0.05, -3.71, -1.51)
F (2.11, -3.46, -3.66)
C (2.89, -2.75, -2.83)
F (2.40, -2.94, -1.58)
F (4.11, -3.28, -2.85)
C (2.86, -1.25, -3.21)
O (3.71, -0.82, -3.96)
O (1.87, -0.62, -2.70)
O (1.61, -2.06, 1.57)
C (0.53, -1.47, 1.60)
O (-0.09, -1.15, 0.47)
C (-0.17, -1.08, 2.82)
C (-1.40, -0.42, 2.77)
C (-2.08, -0.10, 3.91)
C (-1.55, -0.47, 5.17)
C (-0.28, -1.09, 5.24)
C (0.39, -1.39, 4.08)
N (-2.30, -0.29, 6.32)
O (-1.81, -0.61, 7.43)
O (-3.47, 0.18, 6.21)
H (-1.82, -0.17, 1.80)
H (-3.03, 0.41, 3.89)
H (0.12, -1.34, 6.21)
H (1.35, -1.88, 4.11)
C (4.56, 2.87, -4.58)
Sb (2.98, 2.57, -3.15)
C (2.41, 4.65, -3.07)
C (1.53, 2.01, -4.63)
H (4.20, 3.46, -5.42)
H (4.90, 1.90, -4.93)
H (5.40, 3.39, -4.11)
H (2.38, 5.08, -4.07)
H (3.11, 5.21, -2.45)
H (1.42, 4.74, -2.62)
H (1.16, 2.89, -5.15)
H (0.70, 1.48, -4.16)
H (2.02, 1.34, -5.34)
C (-1.48, -4.18, 1.80)
N (-2.65, -3.53, 2.34)
C (-2.87, -3.45, 3.78)
C (-4.17, -2.63, 3.90)
N (-4.53, -2.43, 2.49)
C (-3.60, -2.90, 1.63)
S (-3.67, -2.73, -0.03)
H (-1.55, -5.26, 1.91)
H (-0.59, -3.82, 2.31)
H (-1.42, -3.93, 0.74)
H (-2.02, -2.96, 4.26)
H (-2.98, -4.45, 4.20)
H (-4.01, -1.69, 4.42)
H (-4.95, -3.19, 4.42)
H (-5.15, -1.71, 2.18)

# 3
A molecular structure, C13H20CuN7S2 at a distorted geometry, computed with ωB97M-V/def2-TZVPD.

The calculation puts the energy above the lowest of the compared OMol25 structures with the same formula, charge and spin at 23.27 kcal/mol. Its net charge is 0. The calculation puts the total energy at -3327.48734 hartree. For the HOMO-LUMO gap, the calculation gives 6.206 eV. The LUMO energy comes out at -0.86 eV.

Positions of all 43 atoms, in Å:
Cu (1.04, 0.06, 0.67)
S (3.26, -0.21, 0.45)
C (4.11, 0.50, 1.69)
N (4.71, 1.00, 2.61)
C (-0.95, -1.74, 0.21)
N (0.14, -1.65, 1.18)
C (-0.42, -1.55, 2.57)
N (-1.26, -2.75, 2.85)
C (-2.33, -2.78, 1.80)
N (-1.80, -2.90, 0.44)
C (-0.91, -4.13, 0.43)
N (0.23, -4.08, 1.44)
C (1.03, -2.86, 1.17)
C (-0.38, -3.92, 2.82)
H (-0.55, -1.73, -0.81)
H (-1.47, -0.79, 0.36)
H (-0.95, -0.58, 2.62)
H (0.45, -1.51, 3.23)
H (-2.94, -1.87, 1.91)
H (-3.00, -3.61, 1.98)
H (-0.34, -4.19, -0.53)
H (-1.56, -4.93, 0.61)
H (1.64, -3.05, 0.26)
H (1.73, -2.73, 1.99)
H (0.40, -3.81, 3.56)
H (-0.99, -4.77, 3.04)
C (-2.33, 3.28, -3.17)
C (-0.99, 3.38, -2.51)
C (0.12, 3.97, -2.98)
C (1.34, 3.98, -2.25)
N (1.33, 3.49, -1.00)
C (0.28, 2.82, -0.55)
S (0.27, 2.11, 1.00)
N (-0.90, 2.90, -1.20)
C (2.65, 4.43, -2.77)
H (-2.30, 4.00, -3.97)
H (-3.14, 3.49, -2.48)
H (-2.47, 2.26, -3.55)
H (0.10, 4.36, -3.94)
H (-1.72, 2.48, -0.72)
H (3.08, 3.67, -3.41)
H (3.35, 4.54, -1.89)
H (2.44, 5.39, -3.21)

# 4
A molecular structure, C33H44NO3OsP2S at a distorted geometry, computed with ωB97M-V/def2-TZVPD.

Its net charge is -1. The calculation puts the total energy at -2735.32327 hartree. For the HOMO-LUMO gap (spin up / spin down), the calculation gives 5.540 / 4.072 eV. Its spin multiplicity is 5. The LUMO energy (spin up / spin down) comes out at 2.15 / 0.85 eV. The expectation value of S² is 6.0751.

Positions of all 85 atoms, in Å:
Os (-0.35, -0.87, -0.10)
C (-1.67, 3.68, 3.13)
C (-1.92, 2.17, 3.04)
C (-1.55, 1.40, 4.33)
P (-1.14, 1.06, 1.40)
C (0.83, 4.94, 5.15)
C (9.41, 2.47, 3.05)
C (-0.15, 6.11, 5.13)
C (0.40, 1.89, 0.98)
C (1.51, 2.19, 1.88)
C (2.87, 2.51, 1.49)
C (3.90, 2.92, 2.56)
C (3.15, 2.45, 0.18)
C (2.28, 1.99, -0.74)
C (1.03, 1.60, -0.34)
N (0.34, 0.68, -1.17)
C (-0.06, 0.93, -2.51)
C (0.47, 1.98, -3.19)
C (0.62, 1.93, -4.53)
C (-0.04, 0.81, -5.06)
C (0.51, 0.33, -6.39)
C (-1.06, -0.04, -4.45)
C (-1.05, 0.03, -3.04)
P (-1.42, -1.50, -1.94)
C (-0.67, -2.71, -3.14)
C (0.80, -3.05, -2.78)
C (-1.63, -3.95, -3.32)
C (-4.00, -1.17, -2.12)
C (-4.56, -2.24, -2.84)
C (-4.04, -1.29, -0.69)
H (-1.76, 4.16, 2.15)
H (-0.71, 3.98, 3.55)
H (-2.49, 4.12, 3.70)
H (-2.97, 1.96, 2.73)
H (-0.48, 1.19, 4.57)
H (-2.17, 0.44, 4.31)
H (-1.81, 1.94, 5.26)
H (0.55, 4.09, 4.47)
H (1.53, 5.20, 5.89)
H (-3.94, -1.80, -4.96)
H (9.08, 2.78, 4.02)
H (0.43, 7.06, 5.39)
H (-1.20, 6.18, 5.42)
H (-0.17, 6.44, 3.94)
H (1.32, 2.18, 2.97)
H (4.12, 3.98, 2.45)
H (4.90, 2.55, 2.28)
H (3.70, 2.71, 3.60)
H (4.02, 2.88, -0.19)
H (2.76, 1.55, -1.57)
H (0.95, 2.71, -2.46)
H (1.35, 2.62, -4.85)
H (0.31, -0.71, -6.66)
H (1.57, 0.51, -6.61)
H (-0.02, 0.99, -7.06)
H (-1.82, -0.66, -4.88)
H (-0.68, -2.21, -4.23)
H (0.90, -3.85, -1.98)
H (1.40, -2.14, -2.54)
H (1.27, -3.50, -3.71)
H (-1.10, -4.62, -4.02)
H (-2.65, -3.61, -3.59)
H (-1.80, -4.36, -2.27)
H (-3.94, -0.11, -2.36)
H (-5.28, -1.96, -3.64)
H (-3.33, -1.77, -5.23)
H (-4.79, -3.25, -2.62)
H (-3.19, -0.77, -0.35)
H (-4.08, -2.28, -0.21)
H (-4.87, -0.74, -0.20)
O (-2.59, -4.51, 0.01)
C (-1.66, -3.82, 0.42)
O (-1.84, -2.47, 0.52)
C (-0.34, -4.31, 1.12)
C (-0.41, -5.67, 1.42)
C (0.43, -6.10, 2.43)
C (1.21, -5.10, 3.08)
C (1.74, -4.13, 2.22)
C (0.82, -3.48, 1.44)
S (1.34, -2.18, 0.37)
H (-1.19, -6.27, 0.93)
H (0.34, -7.14, 2.69)
H (1.40, -5.22, 4.14)
H (2.78, -3.77, 2.13)
O (10.28, 3.01, 2.59)

# 5
A single C5H8O molecule, computed with ωB97M-V/def2-TZVPD.

The calculation puts the energy above the lowest of the compared OMol25 structures with the same formula, charge and spin at 29.15 kcal/mol. Its net charge is 0. The calculation puts the total energy at -270.51145 hartree. For the HOMO-LUMO gap, the calculation gives 10.685 eV. The LUMO energy comes out at 1.01 eV.

Positions of all 14 atoms, in Å:
O (2.76, -0.34, -0.43)
C (1.97, 0.36, 0.15)
C (0.53, 0.03, 0.39)
C (-0.22, -1.10, -0.35)
C (-1.51, -0.26, -0.19)
C (-0.63, 0.99, 0.03)
H (2.29, 1.28, 0.69)
H (0.59, -0.18, 1.47)
H (0.08, -1.19, -1.39)
H (-0.19, -2.08, 0.12)
H (-2.21, -0.24, -1.04)
H (-2.07, -0.52, 0.71)
H (-0.45, 1.51, -0.93)
H (-0.95, 1.74, 0.76)

Q: The highest total energy belongs to which entry?
A: C5H8O

Q: Number 4 is which compound?
A: C33H44NO3OsP2S